Record 1
# C19H31BBrF4InNO14

A molecular structure, C19H31BBrF4InNO14 at a distorted geometry (ωB97M-V/def2-TZVPD, OMol25).

**Total charge**: -1
**2S+1**: 1

Last column: Löwdin charge in e.
Atoms and positions in Å:
C: 2.70 -2.20 -1.49  -0.13
H: -0.31 0.62 -1.38  -0.01
O: 0.98 6.73 -3.36  0.17
H: -6.60 -8.21 2.45  0.14
N: -1.07 0.19 -0.87  -0.18
H: -3.16 -1.95 3.39  0.04
H: -1.41 0.99 -3.53  0.10
C: -2.26 0.23 -1.73  -0.41
F: -0.94 2.68 5.15  0.06
O: -0.16 -3.08 -3.37  0.06
H: 1.84 4.24 -0.50  0.15
H: -7.74 -6.86 2.19  0.14
O: -4.80 -6.33 3.37  0.12
H: 0.45 -1.84 1.10  -0.08
O: 1.86 -3.08 -2.22  -0.08
H: -6.59 -5.51 3.91  0.17
C: -6.70 -7.12 2.41  -0.06
H: 2.34 -1.17 -1.50  0.07
H: -2.50 -3.84 0.36  0.03
C: -6.16 -6.49 3.67  -0.32
H: -2.44 -0.73 -2.24  0.08
H: -0.34 0.10 3.81  0.13
O: 2.32 2.93 2.14  0.17
H: -3.13 1.29 -3.35  0.09
H: -3.16 -2.64 -0.78  0.04
H: 8.02 4.81 -1.63  0.14
In: -0.57 -1.86 -0.37  0.66
O: 6.14 3.96 -1.72  0.06
H: 0.77 0.84 5.00  0.14
O: 7.18 2.45 -0.46  0.14
C: -0.46 2.28 3.94  -0.31
H: 7.59 4.08 -3.20  0.14
C: 6.00 3.11 -0.67  -0.53
C: 1.48 2.45 2.82  -0.55
C: -2.18 1.29 -2.82  -0.26
O: 0.55 3.17 3.52  0.12
H: -1.86 2.65 -1.17  0.06
C: -4.68 -6.21 2.01  -0.56
C: 2.55 4.53 -1.28  -0.03
H: 2.78 -2.52 -0.45  0.07
O: 1.35 4.51 -3.23  0.12
C: -1.92 2.70 -2.25  -0.11
H: -1.28 2.29 3.22  0.18
C: -2.56 -2.79 0.12  -0.33
F: 1.86 2.50 -2.31  0.08
H: -2.14 -3.18 2.66  0.08
H: 7.89 1.81 -2.27  0.17
C: 1.47 5.80 -2.81  -0.56
H: -1.62 -1.49 2.61  0.02
Br: -5.13 -2.49 1.53  0.51
H: -3.16 0.41 -1.13  0.10
O: 5.01 2.95 -0.05  0.20
F: 9.30 2.71 -1.19  0.07
H: 3.55 4.45 -0.90  0.10
F: -6.29 -7.30 4.75  0.06
C: -2.48 -2.15 2.56  -0.18
O: 2.26 5.87 -1.72  0.07
H: -1.00 3.15 -2.63  0.04
C: 0.29 0.97 4.03  -0.04
H: 3.21 3.66 -3.19  0.17
H: -3.19 -0.94 0.94  0.06
B: 0.49 -2.79 -2.19  -0.66
C: 2.33 3.74 -2.55  -0.31
C: -3.18 -1.99 1.22  -0.79
O: -5.84 -6.59 1.41  0.06
H: 3.68 -2.21 -1.95  0.08
C: 8.01 2.65 -1.59  -0.32
H: -2.74 3.37 -2.52  0.06
O: 1.29 1.13 3.03  0.08
C: 7.51 3.98 -2.12  -0.05
H: 0.41 -2.86 -4.11  0.08
O: -3.72 -5.82 1.44  0.18

Record 2
# C22H55FN2O8S

6 unconnected molecules or ions with the total composition C22H55FN2O8S at a distorted geometry (ωB97M-V/def2-TZVPD, OMol25).

**2S+1**: 1
**SMILES**: NN(CC=O)S(=O)(=O)F.CCOCC.CCOCC.CCOCC.CCOCC.CCOCC

Last column: Löwdin charge in e.
Atoms and positions in Å:
O: 6.64 -2.97 3.67  -0.17
H: -0.43 -7.78 -2.31  0.11
H: -4.04 7.76 4.09  0.07
H: 2.86 -3.66 0.57  0.08
H: -1.92 -1.17 -4.73  0.13
H: -4.04 -0.84 -2.16  0.15
H: 6.11 0.37 3.45  0.08
H: 0.59 -1.76 3.40  0.12
H: -2.58 3.23 -2.95  0.08
C: 2.12 -0.29 3.16  -0.08
H: 1.43 0.53 2.91  0.08
H: -2.14 -7.18 -5.57  0.08
C: 3.28 -2.64 0.64  -0.07
C: -4.24 9.73 1.55  -0.08
H: -4.14 4.99 -0.05  0.09
H: -0.51 -3.27 -2.77  0.11
C: 6.44 -0.59 3.06  -0.08
H: 5.21 -1.73 4.40  0.11
H: -2.42 -6.51 -3.95  0.08
C: -4.97 8.39 1.59  -0.27
C: -4.24 2.77 -1.66  -0.28
O: -4.08 0.42 -3.99  -0.06
H: -5.01 2.99 -2.41  0.11
C: 0.50 -7.27 -2.58  -0.27
O: 0.21 -6.11 -3.37  -0.18
H: 2.17 -2.45 3.10  0.11
C: -0.38 -6.34 -4.64  -0.28
H: -5.79 5.01 -2.00  0.07
C: -2.22 -1.43 -3.63  -0.14
H: -6.34 6.02 -0.66  0.07
H: 3.78 -2.56 1.60  0.06
H: 1.71 -1.73 -0.50  0.07
C: -2.95 3.50 -1.96  -0.07
H: 6.82 -1.42 5.03  0.11
O: 0.44 -0.11 -4.52  -0.32
H: 2.42 -7.70 -3.48  0.08
H: -5.51 8.27 2.54  0.11
O: -4.75 3.03 -0.35  -0.16
C: 7.99 -3.14 3.24  -0.28
C: -6.11 4.99 -0.96  -0.07
H: 0.94 -6.91 -1.65  0.12
H: 8.96 -1.81 4.67  0.06
H: 3.05 -0.11 2.61  0.06
C: 1.48 -8.22 -3.25  -0.08
H: -3.74 9.86 0.59  0.08
S: 0.34 -0.63 -3.08  0.91
C: -3.56 -0.53 -3.21  -0.10
H: 4.03 -2.52 -0.15  0.08
C: -5.06 4.39 -0.05  -0.28
C: 2.17 -1.61 0.49  -0.28
O: -4.12 7.27 1.36  -0.18
H: -3.48 9.80 2.33  0.07
H: 8.83 -3.49 5.20  0.08
C: -1.71 -7.07 -4.57  -0.08
H: 2.58 -0.59 0.51  0.11
N: -0.95 -2.67 -2.04  0.03
H: 7.49 -0.49 2.76  0.07
H: 10.02 -3.03 3.97  0.08
C: 1.50 -1.63 2.82  -0.27
O: 1.53 -1.64 -2.87  -0.35
H: -1.61 -8.06 -4.14  0.07
C: -3.51 6.88 3.71  -0.08
H: -2.51 6.19 1.95  0.12
H: -2.18 3.24 -1.22  0.08
O: 1.13 -1.75 1.44  -0.17
H: -2.63 -2.55 -3.67  0.15
H: -2.34 7.91 2.20  0.11
F: 0.69 0.73 -2.04  -0.24
C: -3.05 7.09 2.28  -0.28
H: -5.73 8.38 0.81  0.11
H: -4.06 1.69 -1.71  0.09
N: -1.13 -1.42 -2.61  -0.36
H: -3.07 4.58 -1.93  0.07
H: -0.31 -2.52 -1.22  0.11
C: 6.27 -1.67 4.12  -0.28
H: 1.70 -9.06 -2.59  0.08
H: 5.86 -0.84 2.17  0.07
H: -7.04 4.40 -0.92  0.08
C: 9.01 -2.85 4.33  -0.08
H: 8.18 -2.53 2.35  0.11
H: 2.35 -0.24 4.23  0.08
H: -4.95 10.55 1.70  0.08
H: -0.54 -5.36 -5.10  0.11
H: 1.09 -8.62 -4.18  0.07
H: -5.43 4.40 0.98  0.12
H: -2.65 6.70 4.36  0.08
H: 8.10 -4.18 2.93  0.12
H: 0.33 -6.87 -5.29  0.11
H: -4.19 6.03 3.78  0.08

Record 3
# C3H12N4

A molecular structure, C3H12N4 at a distorted geometry (ωB97M-V/def2-TZVPD, OMol25).

**Energy above the lowest of the compared OMol25 structures with the same formula, charge and spin**: 1.031 eV
**Total charge**: +2
**2S+1**: 1

Last column: natural (NBO) charge in e.
Atoms and positions in Å:
H: -1.96 -0.44 0.27  0.21
H: 11.65 -0.01 -0.94  0.47
C: -2.12 -1.39 -0.18  -0.42
C: -5.46 1.38 -0.22  0.64
H: -5.18 -1.72 1.24  0.24
H: 12.22 0.55 0.51  0.47
H: 11.30 1.59 -0.60  0.48
C: -4.26 -1.19 0.99  0.09
H: -1.86 -1.44 -1.16  0.23
H: 10.46 0.40 0.37  0.49
H: -5.53 3.10 -1.13  0.44
H: -1.49 -2.09 0.42  0.22
H: -6.91 2.82 -0.22  0.46
N: -6.12 2.38 -0.69  -0.80
N: -3.48 -1.85 0.12  -0.50
N: -4.89 0.34 0.04  -0.44
N: 11.43 0.62 -0.13  -0.91
H: -3.79 -0.90 1.96  0.24
H: -3.99 -2.17 -0.65  0.40

Record 4
# C18H62O13

13 unconnected molecules or ions with the total composition C18H62O13 at a distorted geometry (ωB97M-V/def2-TZVPD, OMol25).

**Energy above the lowest of the compared OMol25 structures with the same formula, charge and spin**: 8.439 eV
**2S+1**: 1

Last column: Löwdin charge in e.
Atoms and positions in Å:
O: 4.77 2.75 -1.63  -0.09
H: -7.64 0.54 0.67  0.06
H: 1.54 -9.16 2.58  0.08
H: 5.16 1.88 -1.73  0.08
H: -2.43 7.45 2.47  0.08
C: 5.55 3.50 -0.72  -0.30
H: -2.22 6.90 -0.44  0.07
O: -8.80 3.16 0.42  -0.08
H: 1.53 -8.17 -0.03  0.08
C: -1.35 6.75 0.19  -0.09
C: -1.28 -1.09 -0.23  -0.17
H: -2.81 1.45 -7.00  0.07
O: -0.83 -3.14 5.93  -0.13
H: 0.38 -4.85 6.23  0.07
C: -7.43 1.42 1.28  -0.08
H: -5.21 -5.36 -4.01  0.07
C: -7.50 2.64 0.36  -0.34
O: 5.47 -0.18 8.06  -0.06
O: -0.67 -5.93 -6.74  -0.12
H: -4.92 -0.38 -7.48  0.08
H: 5.73 1.37 5.99  0.07
H: 0.66 -4.44 -7.28  0.07
O: -5.68 -5.06 -3.23  -0.14
H: 5.66 -0.44 8.96  0.09
O: -3.71 4.49 6.07  -0.11
O: 0.89 3.63 -5.74  -0.14
H: -2.81 2.90 7.15  0.08
H: -6.85 3.41 0.76  0.10
H: 2.19 3.03 -7.32  0.06
H: 0.17 -8.66 0.99  0.08
H: 2.50 4.64 -6.86  0.07
H: -1.90 3.60 5.74  0.08
H: 6.69 5.38 -0.92  0.06
H: 5.19 5.43 -1.74  0.07
C: 4.92 1.08 7.99  -0.36
H: -7.16 -4.37 -4.40  0.08
H: -2.15 -2.78 -0.45  0.07
H: 6.56 -3.05 -2.84  0.08
H: 4.92 3.77 0.13  0.10
H: 1.21 -3.41 5.69  0.07
H: 1.06 -7.18 1.38  0.07
H: 1.37 -6.13 -7.08  0.08
H: 4.03 1.10 8.62  0.11
H: -0.36 7.79 1.82  0.10
H: -8.10 1.44 2.14  0.08
O: 2.01 -8.95 1.77  -0.11
H: 6.54 -2.89 0.77  0.08
H: -3.30 -0.82 -6.98  0.07
H: -3.20 2.54 5.54  0.07
C: -2.88 3.36 6.17  -0.19
H: -1.47 5.80 0.71  0.06
C: 6.31 -4.01 -1.15  -0.33
O: -3.52 1.21 -7.60  -0.12
H: 0.97 -5.19 -5.73  0.07
C: -7.06 -4.93 -3.47  -0.17
H: 0.62 -3.40 7.33  0.08
H: -2.14 -0.47 -0.50  0.07
H: -0.83 -0.54 0.60  0.08
H: -4.21 0.26 -5.97  0.07
H: -7.54 -4.46 -2.61  0.08
H: 5.52 1.81 8.53  0.10
O: -2.38 8.17 1.84  -0.08
H: 6.45 2.97 -0.39  0.11
H: -0.84 -3.15 4.97  0.07
C: 0.64 -5.39 -6.75  -0.17
H: 5.76 -4.79 -1.67  0.11
C: 1.69 3.93 -6.98  -0.12
H: 1.49 3.17 -5.14  0.06
H: -4.44 4.35 6.67  0.08
H: 4.80 2.73 6.56  0.07
H: -7.44 -5.95 -3.60  0.07
O: 6.10 -2.90 -2.01  -0.10
H: -0.75 -6.55 -7.47  0.07
H: -7.21 2.41 -0.67  0.11
H: -0.95 8.87 0.56  0.11
H: -8.77 4.06 0.09  0.08
C: -1.18 7.97 1.14  -0.32
H: 1.04 4.26 -7.79  0.07
C: 5.91 -3.62 0.26  -0.08
C: 4.84 1.64 6.57  -0.08
H: 4.02 1.27 5.95  0.07
H: 7.35 -4.33 -1.22  0.10
C: 0.40 -3.76 6.33  -0.15
H: -6.43 1.19 1.63  0.07
C: 6.01 4.76 -1.50  -0.09
C: -4.01 0.00 -7.01  -0.17
H: 4.91 -3.19 0.27  0.07
O: -1.70 -2.34 0.28  -0.13
H: 6.53 4.52 -2.43  0.07
C: 1.15 -8.19 1.00  -0.19
H: -0.48 6.61 -0.46  0.06
H: -0.58 -1.31 -1.04  0.08
H: 5.87 -4.51 0.88  0.07

Record 5
# C21H27F5MgN7O9S

A molecular structure, C21H27F5MgN7O9S at a distorted geometry (ωB97M-V/def2-TZVPD, OMol25).

**Energy above the lowest of the compared OMol25 structures with the same formula, charge and spin**: 12.458 eV
**Total charge**: +1
**2S+1**: 1

Last column: Löwdin charge in e.
Atoms and positions in Å:
H: 0.23 -0.07 -8.46  0.14
N: -1.26 -12.64 -1.42  0.13
H: 1.61 7.46 -4.95  0.08
C: 2.02 -1.95 -9.57  -0.54
F: 5.72 4.08 -0.08  0.12
F: -0.47 -3.31 -0.66  0.15
C: -7.27 -0.77 5.70  -0.07
C: 7.29 5.06 2.14  -0.47
F: -0.31 -2.27 -7.23  0.13
N: -0.80 6.76 -3.00  0.08
C: 5.93 3.63 1.13  -0.38
H: -7.03 -1.65 5.10  0.09
C: 0.34 -3.01 7.99  -0.07
C: 1.10 -0.57 -8.04  -0.08
H: 1.22 -3.36 8.54  0.08
N: -0.07 -0.42 8.29  0.11
H: 1.35 0.09 -7.21  0.14
H: 4.14 4.68 1.77  0.15
O: 1.22 -2.72 -8.87  0.15
C: 0.01 7.38 -3.55  -0.27
H: -2.21 -10.10 0.06  0.08
N: -6.67 1.91 -3.36  0.09
H: -0.90 -9.52 -1.06  0.08
H: -0.95 6.82 7.83  0.08
N: 7.48 -6.91 1.59  0.11
H: -8.36 -0.73 5.81  0.09
C: -7.05 1.23 -4.22  -0.27
H: -2.47 -9.68 -1.69  0.08
C: -1.48 -11.51 -1.20  -0.29
C: -1.33 -2.47 -0.08  -0.62
C: -0.88 7.53 7.01  -0.05
H: 5.66 2.58 1.22  0.17
O: 7.30 3.83 1.50  0.14
C: 0.10 -1.54 8.14  -0.27
C: 1.04 8.17 -4.33  -0.05
O: 8.29 5.64 2.52  0.16
C: 5.13 4.39 2.10  -0.11
H: -6.91 0.41 -6.16  0.08
O: 2.71 -2.37 -10.53  0.12
H: -0.56 -3.56 8.26  0.07
C: 6.66 -6.10 1.27  -0.25
C: -7.50 0.26 -5.25  -0.06
F: -1.85 -2.90 1.11  0.13
N: -1.40 6.50 4.57  0.08
H: 4.84 -5.23 1.58  0.07
H: -7.51 -0.79 -4.95  0.08
O: 5.98 5.46 2.35  0.07
H: -1.46 8.44 7.16  0.08
H: 1.56 -2.42 -6.86  0.17
O: 1.98 -0.70 -9.10  0.08
C: -6.79 0.31 4.83  -0.27
O: 0.47 -0.97 1.25  -0.21
H: 0.47 8.86 -4.95  0.08
S: -0.43 -0.77 0.10  0.57
O: -1.53 0.18 0.35  -0.25
C: -1.80 -10.12 -0.95  -0.08
H: 5.03 3.82 3.03  0.14
C: -1.21 6.95 5.65  -0.26
H: 5.74 -4.09 0.77  0.08
F: -2.29 -2.23 -0.95  0.13
Mg: -4.01 4.16 0.63  1.29
O: 0.32 -0.59 -1.14  -0.21
H: -8.51 0.54 -5.52  0.08
H: -6.80 -0.72 6.68  0.09
C: 5.60 -5.17 0.80  -0.09
H: 1.52 8.80 -3.59  0.08
H: 0.18 7.70 6.83  0.08
H: 5.05 -5.60 -0.05  0.08
C: 0.89 -2.03 -7.63  -0.32
N: -6.50 1.17 4.06  0.08
H: 0.41 -3.26 6.93  0.07

Record 6
# C8H14O

2 unconnected molecules or ions with the total composition C8H14O at a distorted geometry (ωB97M-V/def2-TZVPD, OMol25).

**Energy above the lowest of the compared OMol25 structures with the same formula, charge and spin**: 1.841 eV
**2S+1**: 1

Last column: natural (NBO) charge in e.
Atoms and positions in Å:
C: 2.78 0.86 1.67  0.50
H: 0.56 -2.70 -1.85  0.22
H: 2.12 -2.13 -1.24  0.22
H: 0.20 -1.82 1.63  0.22
C: -0.98 0.88 0.24  -0.26
C: -2.43 0.46 -0.12  -0.59
H: 1.73 -0.85 1.38  0.21
C: 0.28 -0.90 -0.95  -0.23
H: 0.52 -0.09 2.38  0.23
H: -3.00 1.30 0.26  0.21
H: -0.28 3.03 -0.01  0.21
H: 0.51 1.72 -1.11  0.23
C: 1.04 -2.19 -1.05  -0.65
C: 0.70 -0.73 1.48  -0.65
O: 3.32 1.19 0.73  -0.50
H: -2.61 -0.49 0.25  0.21
H: 0.94 -2.88 -0.10  0.20
H: -1.09 2.44 -1.45  0.21
H: -2.60 0.41 -1.22  0.20
H: -0.34 -0.61 -1.74  0.19
H: -0.97 1.31 1.21  0.20
C: 0.00 -0.28 0.24  0.05
C: -0.42 2.07 -0.63  -0.61

no.,HOMO (eV)
1,-4.06
2,-9.25
3,-15.66
4,-10.09
5,-12.18
6,-8.56